[1]
16
Properties=species:S:1:pos:R:3:forces:R:3 method="wB97M-V/def2-TZVPD" homo_ev=-7.197 gap_ev=7.91 total_energy_ha=-267.7841 total_charge=0 lumo_ha=0.026
C 0.4731 0.1333 0.7751 -0.296 1.360 -3.375
C 1.5691 -0.8324 0.4614 -0.111 -0.304 0.285
C -1.4430 -0.7947 -0.7413 0.335 0.065 -0.435
C -0.8781 0.3325 0.0771 -0.861 -0.672 3.273
N 0.3707 1.1864 -0.7698 0.840 -1.005 2.062
N -1.7558 1.0781 0.7418 -0.086 0.247 -1.655
H 0.5287 0.6454 1.7353 0.133 0.381 -0.437
H 0.6083 2.1278 -0.4848 -0.037 0.068 -0.186
H 1.0666 0.7004 -1.3197 0.191 0.385 -0.210
H -1.3385 1.9285 1.1210 0.124 -0.417 0.480
H 1.4675 -1.3067 -0.5148 -0.159 -0.048 0.075
H 1.5406 -1.6097 1.2306 0.107 -0.112 -0.089
H 2.5605 -0.3701 0.5038 -0.121 0.060 0.088
H -1.7381 -1.6029 -0.0706 -0.010 0.072 -0.020
H -2.3148 -0.4325 -1.2836 0.023 -0.029 0.083
H -0.7168 -1.1834 -1.4614 -0.073 -0.050 0.061

---

[2]
16
Properties=species:S:1:pos:R:3:forces:R:3 method="wB97M-V/def2-TZVPD" homo_ev="-6.592 / -7.618" gap_ev="7.18 / 8.76" total_energy_ha=-267.7786 total_charge=0 lumo_ha="0.022 / 0.042"
C -0.1366 -0.9038 0.9104 -0.100 -0.098 0.125
C 0.8742 -0.3856 -1.3541 0.025 0.065 0.126
C 0.6539 1.4585 0.4098 0.029 -0.122 -0.047
C 0.3763 0.0637 -0.0242 -0.718 0.088 -0.256
N -2.6042 -0.3634 0.0529 -0.092 0.474 -0.547
N -2.2701 0.4203 -0.7645 0.141 -0.395 0.507
H -1.2944 -0.9222 0.7934 0.738 -0.166 0.274
H 0.1780 -1.9228 0.7023 0.116 -0.158 0.042
H 0.0256 -0.6415 1.9529 0.116 -0.019 0.145
H 0.2195 -1.1414 -1.7832 -0.025 -0.095 -0.066
H 1.8685 -0.8349 -1.2492 0.086 -0.036 -0.066
H 0.9561 0.4460 -2.0502 -0.009 0.030 -0.095
H 0.4933 2.1634 -0.4027 -0.010 0.109 -0.055
H 0.0284 1.7404 1.2527 -0.041 0.068 0.099
H 1.7001 1.5507 0.7234 0.088 0.085 0.050
H -3.5980 -0.6217 0.1975 -0.342 0.170 -0.239

---

[3]
16
Properties=species:S:1:pos:R:3:forces:R:3 method="wB97M-V/def2-TZVPD" homo_ev=-6.726 gap_ev=4.87 total_energy_ha=-267.5735 total_charge=0 lumo_ha=-0.068
C -1.5140 -0.4809 -0.8890 2.121 -0.019 -1.705
C -1.2649 0.1349 0.4777 -1.309 0.315 2.899
C -0.1376 1.1216 0.6649 2.415 1.110 -1.186
N 1.0442 0.3751 1.2856 -0.588 -2.692 -2.544
C 1.4779 -0.6032 0.3655 -1.892 -2.842 -1.875
N 1.2681 -0.6773 -1.1559 -0.923 -0.965 5.843
H -0.0001 -0.5931 -1.0724 -2.642 0.755 -1.739
H -2.0262 0.1761 -1.6758 0.712 -0.824 1.362
H -1.7560 -1.5651 -1.0677 -0.233 1.230 0.977
H -2.0609 0.7190 1.0892 0.047 -1.199 -1.255
H -0.9281 -0.6130 1.2398 -0.943 -0.208 -0.598
H -0.3225 1.8667 1.4494 -0.149 0.110 -0.740
H 0.2403 1.5376 -0.3374 -0.717 -0.077 1.333
H 2.0337 0.3333 0.3146 2.168 3.066 0.384
H 1.8836 -1.5653 0.7151 0.503 0.962 0.741
H 2.0624 -0.1664 -1.4036 1.430 1.277 -1.898